Entry 1:
13
Properties=species:S:1:pos:R:3:lowdin_charge:R:1 method="wB97M-V/def2-TZVPD" charge=+1 de_lowest_kcal_mol=121.5 e_homo_ev="-14.324 / -13.856"
C -1.11885 0.47407 1.58566 -0.12
C -0.45704 0.77646 0.42120 -0.09
C -1.27417 -0.63023 2.33227 -0.56
C 1.46733 -0.26435 -2.35922 0.04
N 0.24742 0.02958 -0.40571 0.11
O 0.63196 0.56026 -1.52423 -0.03
S -1.07719 -2.07191 1.63132 0.98
H -1.42280 1.43113 2.09468 0.16
H -0.62220 1.77608 0.16735 0.12
H -1.52950 -0.62248 3.40623 0.10
H 2.45673 -0.04036 -1.93923 0.12
H 1.37713 -0.11109 -3.34144 0.06
H 1.32120 -1.30715 -2.06888 0.11

=====

Entry 2:
11
Properties=species:S:1:pos:R:3:lowdin_charge:R:1 method="wB97M-V/def2-TZVPD" de_lowest_kcal_mol=201.9 e_homo_ev=-9.804
C 1.03788 2.28423 0.14519 0.22
C -0.14200 1.50354 -0.22130 0.02
C -0.79514 0.17486 -0.27792 -0.28
C -2.31830 -0.05272 -0.12322 -0.07
N -3.50296 0.00750 0.63743 0.09
C -0.21556 -1.11349 -0.24791 0.02
C 1.36183 -1.29390 -0.01788 -0.05
O 2.19471 -0.38198 0.60110 -0.08
H 1.44438 3.17156 -0.07202 -0.04
H -0.77058 -1.99380 -0.28881 0.08
H 1.70573 -2.30580 -0.13467 0.09

=====

Entry 3:
7
Properties=species:S:1:pos:R:3:lowdin_charge:R:1 method="wB97M-V/def2-TZVPD" de_lowest_kcal_mol=63.5 e_homo_ev=-10.055
C -1.60373 0.63661 0.36756 -0.36
C 1.79906 -0.60387 -0.01759 -0.59
O -1.24415 1.73833 0.21995 0.13
F -2.19009 -0.07034 -0.61714 0.04
F 1.78583 0.25599 -1.03957 -0.11
Br 3.10019 -1.85512 -0.18609 0.73
H -1.64710 -0.10158 1.27288 0.17

=====

Entry 4:
111
Properties=species:S:1:pos:R:3:lowdin_charge:R:1 method="wB97M-V/def2-TZVPD" charge=+2 e_homo_ev=-11.610
Sn -0.98448 0.56030 0.84505 1.33
C 1.53502 -1.31196 2.11127 -0.12
C 0.95612 -1.73064 3.45537 -0.36
C 1.83914 -1.20224 4.59514 -0.04
C -0.46177 -1.30161 3.70128 -0.27
C -1.21483 -1.67772 4.81403 0.01
C -2.43133 -1.04741 4.66326 -0.04
N -2.41146 -0.34370 3.53146 -0.02
N -1.20977 -0.49101 2.93124 -0.03
B -3.55508 0.52458 2.97641 -0.53
N -3.99776 -0.06948 1.63410 -0.02
C -5.19533 -0.55282 1.31052 -0.03
C -5.17848 -0.91293 -0.02346 0.02
C -3.89900 -0.59820 -0.47121 -0.27
N -3.19414 -0.09732 0.55581 -0.04
C -3.38449 -0.69484 -1.87568 -0.35
C -2.80987 0.64573 -2.33343 -0.05
C -2.35067 -1.80851 -2.04457 -0.06
N -3.05523 1.95537 2.74999 -0.02
C -3.52584 3.06041 3.33049 -0.02
C -2.82723 4.14486 2.84592 0.02
C -1.90786 3.61995 1.94064 -0.25
N -2.06039 2.28659 1.89790 -0.04
C -0.90887 4.43493 1.17907 -0.35
C -0.39104 3.77216 -0.08917 -0.10
C 0.26217 4.79796 2.10060 -0.04
H 2.56679 -1.65260 2.05256 0.09
H 0.98184 -1.76055 1.27926 0.05
H 1.52721 -0.22054 2.01564 0.03
H 0.96604 -2.82629 3.50349 0.15
H 1.81423 -0.11459 4.62359 0.10
H 1.48494 -1.57994 5.54936 0.08
H 2.86897 -1.52753 4.46045 0.09
H -0.91826 -2.31479 5.62192 0.12
H -3.29158 -1.07289 5.30032 0.13
H -4.45980 0.52477 3.73281 0.13
H -5.98930 -0.60407 2.02783 0.13
H -5.97878 -1.34455 -0.58865 0.12
H -4.24979 -0.93623 -2.50162 0.15
H -1.85365 0.84552 -1.83137 0.02
H -2.62679 0.63456 -3.40378 0.09
H -3.50050 1.45454 -2.10474 0.10
H -1.47880 -1.62847 -1.40510 0.05
H -2.78333 -2.77502 -1.79386 0.08
H -2.02035 -1.84257 -3.07822 0.09
H -4.31708 3.02324 4.05259 0.14
H -2.96648 5.17346 3.10527 0.12
H -1.41663 5.36619 0.90099 0.15
H 0.28822 2.94487 0.15690 0.01
H -1.21088 3.39921 -0.70553 0.08
H 0.17708 4.49672 -0.66731 0.09
H 0.83619 3.90550 2.35051 0.08
H 0.92468 5.50336 1.60498 0.09
H -0.09954 5.25028 3.01986 0.08
C -1.63095 -3.63368 0.88343 0.26
C -2.32494 -4.75889 1.25248 -0.24
C -3.29299 -4.72384 2.30183 0.04
C -3.93388 -5.86864 2.69749 -0.01
C -3.65715 -7.08485 2.06672 0.05
C -2.73832 -7.14609 1.01590 -0.01
C -2.08046 -6.01375 0.61259 0.04
H -1.81299 -2.68483 1.36253 0.07
H -0.87024 -3.67912 0.12306 0.10
H -3.49784 -3.78339 2.78812 0.13
H -4.64645 -5.84034 3.50704 0.13
H -4.14279 -7.98872 2.39989 0.14
H -2.53895 -8.08880 0.52888 0.13
H -1.36246 -6.04625 -0.19220 0.14
C 3.32335 -2.53532 -1.30020 -0.09
C 4.15505 -1.69452 -2.21772 -0.33
C 5.30702 -2.23506 -2.78189 -0.04
C 6.16280 -1.45871 -3.54219 -0.06
C 5.88879 -0.11692 -3.74566 -0.07
C 4.73536 0.43012 -3.21067 -0.12
C 3.86924 -0.36079 -2.47389 -0.34
Sb 2.08797 0.60640 -1.69677 1.48
C 3.14187 2.12939 -0.53582 -0.33
C 3.52214 1.58746 0.68742 -0.18
C 4.17788 2.34499 1.63486 -0.09
C 4.44294 3.67714 1.36263 -0.07
C 4.09802 4.20623 0.13511 -0.04
C 3.45719 3.44531 -0.84348 -0.31
C 3.18303 4.07475 -2.17147 -0.05
C 0.97092 1.23973 -3.45842 -0.34
C 0.43211 2.51480 -3.50865 -0.16
C -0.32245 2.91851 -4.59661 -0.08
C -0.58143 2.01704 -5.61538 -0.07
C -0.09261 0.72566 -5.53205 -0.05
C 0.68265 0.30943 -4.45426 -0.32
C 1.17503 -1.10206 -4.39016 -0.06
H 3.34657 -3.57914 -1.59797 0.08
H 2.28784 -2.19288 -1.27885 0.01
H 3.73108 -2.46279 -0.29138 0.08
H 5.53533 -3.27658 -2.60696 0.11
H 7.05720 -1.89459 -3.95711 0.11
H 6.56711 0.50122 -4.31407 0.11
H 4.52259 1.47858 -3.36254 0.09
H 3.33486 0.53875 0.88506 0.06
H 4.47743 1.89463 2.57026 0.11
H 4.93652 4.28729 2.10247 0.11
H 4.34908 5.23111 -0.09295 0.12
H 4.06341 4.61358 -2.51593 0.09
H 2.37187 4.79708 -2.08692 0.08
H 2.92087 3.32911 -2.91957 0.05
H 0.60895 3.20645 -2.69944 0.06
H -0.71104 3.92423 -4.64158 0.11
H -1.18186 2.31464 -6.46082 0.11
H -0.32534 0.01514 -6.31121 0.11
H 0.74738 -1.69280 -5.19488 0.08
H 0.90103 -1.56643 -3.44002 0.05
H 2.26047 -1.13301 -4.48826 0.08

=====

Entry 5:
16
Properties=species:S:1:pos:R:3:lowdin_charge:R:1 method="wB97M-V/def2-TZVPD" de_lowest_kcal_mol=82.1 e_homo_ev=-8.953
C -1.88590 0.44909 0.19310 -0.05
C -2.48763 -0.70567 -0.15588 -0.20
C -1.83571 -2.05200 0.35836 -0.16
C -1.94954 -3.21910 -0.46759 -0.02
H -0.79074 0.45327 0.47520 0.06
H -2.25327 1.51851 0.29798 0.07
H -3.51150 -0.65530 -0.57641 0.09
H -1.15145 -2.03104 1.25120 0.09
H -1.32404 -4.20950 -0.36614 0.08
H -2.73021 -3.12609 -1.24144 0.04
O 3.52197 0.90929 -0.47360 -0.13
H 2.63348 0.41257 -0.43207 0.07
H 3.08988 1.79822 -0.47382 -0.02
O 2.59651 3.18644 0.42387 -0.01
H 3.49907 3.37716 0.59359 0.04
H 2.54359 2.86243 1.30185 0.04

=====

| no. | maximum force (eV Å⁻¹) |
| --- | --- |
| 1 | 6.09 |
| 2 | 15.12 |
| 3 | 2.67 |
| 4 | 1.12 |
| 5 | 4.26 |